19 unconnected molecules or ions with the total composition C76H152O38 in a non-equilibrium geometry. Source: the Open Molecules 2025 dataset; level of theory: ωB97M-V/def2-TZVPD.

Calculated values
F_max ... 4.3 eV/Å
HOMO-LUMO gap ... 0.37236 Eh
Total charge ... 0
Energy ... -5846.27506 hartree
Spin multiplicity ... 1
HOMO ... -0.36348 Eh

Each line ends with the Löwdin charge.
Cartesian coordinates (Å):
O  0.7893  -6.0140  5.3396  0.090
C  -0.2836  -5.7811  4.8163  -0.558
O  -0.5913  -4.9426  3.8846  -0.013
C  0.2882  -4.0443  3.2511  -0.176
C  0.4855  -2.8267  4.2228  -0.030
C  -1.5850  -6.2079  5.4822  0.027
H  -0.1603  -3.7917  2.2903  0.102
H  1.2328  -4.5244  2.9956  0.113
H  1.3464  -2.2023  3.9837  0.046
H  0.6244  -3.1254  5.2618  0.066
H  -0.3617  -2.1427  4.1742  0.072
H  -2.4262  -5.5649  5.2230  0.070
H  -1.5565  -6.1897  6.5717  0.067
H  -1.8799  -7.2017  5.1455  0.085
O  -4.5604  -0.4102  -4.3650  0.075
C  -4.9644  -1.3134  -3.6252  -0.476
O  -5.4330  -1.2016  -2.3506  -0.014
C  -5.2586  0.0052  -1.6767  -0.246
C  -3.8516  0.1774  -1.1813  -0.051
C  -5.1045  -2.7290  -4.1499  0.035
H  -5.9587  0.0827  -0.8448  0.121
H  -5.6193  0.8398  -2.2779  0.124
H  -3.6981  -0.4634  -0.3130  0.063
H  -3.7286  1.1752  -0.7603  0.071
H  -3.1184  -0.1324  -1.9259  0.072
H  -4.1558  -3.0155  -4.6036  0.069
H  -5.9279  -2.7012  -4.8635  0.095
H  -5.3124  -3.3623  -3.2874  0.075
O  3.5933  1.3767  -4.7250  0.040
C  4.4726  1.1335  -3.8571  -0.473
O  4.3980  1.4357  -2.5661  -0.012
C  3.4074  2.2549  -2.0812  -0.237
C  3.8354  3.7267  -2.1032  -0.028
C  5.7673  0.4608  -4.2157  0.019
H  3.2726  1.9378  -1.0471  0.107
H  2.4462  2.1635  -2.5870  0.106
H  4.1189  4.0577  -3.1023  0.063
H  4.8090  3.8088  -1.6201  0.074
H  3.1478  4.4506  -1.6657  0.076
H  6.4536  1.1683  -4.6812  0.093
H  5.6973  -0.3471  -4.9441  0.082
H  6.1971  0.0151  -3.3187  0.069
O  1.4738  0.3980  5.1185  0.068
C  0.9026  0.8099  6.1215  -0.514
O  1.1194  0.4143  7.3774  -0.005
C  1.8957  -0.7145  7.6815  -0.219
C  2.0178  -0.8777  9.2146  -0.041
C  -0.2325  1.7744  5.9650  0.035
H  2.8989  -0.5847  7.2756  0.123
H  1.4823  -1.6058  7.2096  0.103
H  2.5177  -1.8391  9.3324  0.063
H  1.0379  -0.9397  9.6879  0.072
H  2.4864  -0.0295  9.7138  0.079
H  -0.0617  2.5738  5.2440  0.066
H  -0.3662  2.2359  6.9434  0.089
H  -1.1510  1.2620  5.6787  0.085
O  -2.3910  -3.9534  7.9925  0.066
C  -1.4958  -3.0939  8.0261  -0.549
O  -0.2657  -3.2247  8.3901  0.008
C  0.1984  -4.5448  8.7355  -0.178
C  1.7347  -4.6821  8.7290  -0.048
C  -1.7571  -1.7735  7.3880  0.031
H  -0.2408  -5.2577  8.0377  0.098
H  -0.1469  -4.7991  9.7376  0.129
H  2.1231  -4.0845  9.5537  0.060
H  2.1958  -4.3217  7.8095  0.077
H  1.9325  -5.7338  8.9364  0.085
H  -1.8499  -0.9205  8.0603  0.093
H  -2.6768  -1.9162  6.8207  0.075
H  -0.9386  -1.4619  6.7392  0.069
O  -1.1201  -0.7254  0.4497  0.072
C  0.0292  -0.3961  0.2498  -0.469
O  0.4928  0.1889  -0.8757  -0.019
C  -0.3283  0.3920  -2.0175  -0.206
C  -0.3311  -0.7595  -2.9962  -0.030
C  1.0608  -0.6944  1.3511  0.046
H  0.0765  1.2564  -2.5439  0.098
H  -1.3411  0.6413  -1.7006  0.094
H  0.6833  -1.0478  -3.2720  0.054
H  -0.8613  -0.5311  -3.9207  0.082
H  -0.7698  -1.6681  -2.5836  0.070
H  0.8551  -0.2240  2.3127  0.081
H  2.0472  -0.4950  0.9322  0.063
H  1.0151  -1.7570  1.5897  0.063
O  5.1094  -0.2697  1.3786  0.099
C  5.5375  0.8067  1.0664  -0.532
O  4.9939  2.0018  1.3200  -0.011
C  3.7493  2.0916  1.9761  -0.206
C  3.9851  1.9763  3.4916  -0.045
C  6.7637  0.9391  0.2040  0.031
H  3.1080  1.2540  1.7016  0.099
H  3.4484  3.1156  1.7547  0.111
H  3.0151  1.9371  3.9873  0.053
H  4.5532  2.8481  3.8160  0.079
H  4.6330  1.1411  3.7580  0.059
H  7.3339  0.0192  0.0747  0.092
H  7.5036  1.5382  0.7348  0.086
H  6.5634  1.4031  -0.7617  0.079
O  5.4038  -2.1752  -2.6192  0.071
C  4.2257  -2.4237  -2.3194  -0.450
O  3.5623  -3.5662  -2.6228  -0.014
C  4.2162  -4.4804  -3.4719  -0.222
C  3.4245  -5.7880  -3.7631  -0.048
C  3.3647  -1.4896  -1.4808  0.042
H  5.1386  -4.7837  -2.9766  0.124
H  4.5083  -4.0383  -4.4245  0.109
H  2.4055  -5.7772  -4.1499  0.055
H  3.3255  -6.3095  -2.8111  0.056
H  4.0486  -6.3755  -4.4366  0.083
H  2.6781  -0.8253  -2.0055  0.074
H  4.0562  -0.8928  -0.8859  0.075
H  2.7857  -2.1325  -0.8179  0.070
O  1.6978  -4.2049  0.4110  0.075
C  1.2778  -4.9266  -0.4824  -0.496
O  1.4769  -6.2396  -0.6622  -0.012
C  2.2286  -7.0235  0.2407  -0.230
C  2.0252  -8.4642  -0.1672  -0.068
C  0.5469  -4.3265  -1.6775  0.051
H  1.9562  -6.9719  1.2948  0.121
H  3.2529  -6.6598  0.1598  0.132
H  1.0143  -8.8718  -0.1735  0.079
H  2.4911  -9.0338  0.6369  0.080
H  2.3982  -8.6485  -1.1747  0.077
H  0.9466  -3.3136  -1.7270  0.067
H  -0.4839  -4.2823  -1.3259  0.073
H  0.7959  -4.8576  -2.5962  0.079
O  -3.5252  3.4229  0.4106  0.051
C  -3.8616  3.8244  1.5304  -0.560
O  -4.3577  3.0624  2.4268  0.026
C  -4.5312  1.6364  2.1568  -0.147
C  -3.2273  0.9018  2.5100  -0.034
C  -3.6819  5.2716  1.9185  0.039
H  -4.9146  1.4905  1.1470  0.103
H  -5.3872  1.2781  2.7287  0.111
H  -2.9125  1.1866  3.5139  0.061
H  -2.3783  1.0993  1.8556  0.068
H  -3.3711  -0.1783  2.5383  0.069
H  -3.2618  5.3099  2.9236  0.085
H  -4.6445  5.7828  1.9014  0.083
H  -2.9750  5.7340  1.2297  0.086
O  2.6329  -3.7559  -6.0322  0.084
C  1.9661  -2.7434  -5.8715  -0.517
O  0.6504  -2.7466  -5.7213  0.005
C  0.0133  -3.9584  -5.8428  -0.242
C  -1.4988  -3.7732  -5.5848  -0.045
C  2.5790  -1.4014  -5.7012  0.032
H  0.4183  -4.6539  -5.1076  0.106
H  0.1748  -4.4129  -6.8203  0.131
H  -1.8986  -4.7815  -5.4768  0.080
H  -1.9563  -3.2364  -6.4159  0.071
H  -1.7527  -3.2450  -4.6657  0.059
H  2.3566  -0.7216  -6.5237  0.103
H  3.6552  -1.4389  -5.5323  0.081
H  2.2169  -1.0071  -4.7517  0.064
O  -1.8449  2.4075  -4.2738  0.066
C  -0.9192  2.2298  -5.0739  -0.454
O  -1.0393  1.4829  -6.2604  -0.056
C  -2.2768  0.9110  -6.6726  -0.210
C  -2.0205  0.0692  -7.9591  -0.042
C  0.4396  2.7735  -4.7932  0.013
H  -2.9684  1.7395  -6.8257  0.123
H  -2.6351  0.2915  -5.8505  0.093
H  -1.1759  -0.5879  -7.7517  0.063
H  -1.7323  0.7261  -8.7798  0.063
H  -2.8120  -0.6593  -8.1353  0.074
H  0.5966  3.5098  -5.5814  0.051
H  1.2079  2.0014  -4.8326  0.079
H  0.5523  3.2934  -3.8418  0.066
O  7.9854  -3.9015  3.6117  0.069
C  7.3660  -3.6398  4.6520  -0.488
O  6.2165  -2.9093  4.8281  -0.024
C  5.5922  -2.2827  3.6620  -0.206
C  4.3487  -1.6079  4.1431  -0.084
C  7.7304  -4.3693  5.9182  0.001
H  5.4534  -2.9297  2.7958  0.131
H  6.2970  -1.5249  3.3199  0.111
H  4.5389  -0.7695  4.8132  0.071
H  3.7146  -2.2898  4.7097  0.071
H  3.7333  -1.2971  3.2988  0.068
H  6.8939  -4.3785  6.6170  0.077
H  8.6377  -3.9406  6.3439  0.087
H  7.8720  -5.4330  5.7269  0.086
O  1.1449  2.7544  0.1254  0.072
C  0.1429  3.4611  0.2312  -0.477
O  -0.4129  3.8478  1.3546  0.002
C  0.2128  3.6477  2.5932  -0.225
C  1.2688  4.6955  2.9640  -0.039
C  -0.5384  4.0018  -1.0360  0.045
H  0.6314  2.6425  2.6416  0.110
H  -0.6222  3.6434  3.2938  0.112
H  1.9773  4.9392  2.1724  0.080
H  1.7582  4.2458  3.8279  0.069
H  0.8227  5.6144  3.3446  0.075
H  -1.1275  3.2638  -1.5805  0.070
H  0.1850  4.1739  -1.8331  0.058
H  -1.1726  4.8527  -0.7874  0.082
O  -6.1055  -1.5378  3.7425  0.074
C  -5.1260  -1.7904  4.4374  -0.508
O  -4.6111  -0.8861  5.2749  -0.029
C  -5.0975  0.4269  5.5452  -0.231
C  -4.9057  0.5895  7.0163  -0.065
C  -4.4789  -3.1665  4.5377  0.021
H  -6.1164  0.5926  5.1952  0.128
H  -4.5101  1.2308  5.1015  0.102
H  -5.5647  -0.1317  7.4997  0.089
H  -5.0675  1.6003  7.3906  0.085
H  -3.8964  0.3343  7.3393  0.061
H  -4.5858  -3.5918  5.5356  0.092
H  -3.4696  -3.1475  4.1265  0.075
H  -5.1230  -3.8076  3.9358  0.088
O  -0.5276  5.4532  -9.5800  0.098
C  -0.3396  4.7146  -8.6372  -0.559
O  -0.7397  4.8691  -7.4152  -0.001
C  -1.6303  5.8636  -6.9811  -0.224
C  -1.9115  5.7126  -5.5317  -0.055
C  0.5004  3.4402  -8.7400  0.040
H  -2.5433  5.8568  -7.5765  0.133
H  -1.2059  6.8509  -7.1631  0.125
H  -2.6679  4.9297  -5.4778  0.079
H  -2.3377  6.5790  -5.0260  0.068
H  -1.0757  5.4653  -4.8771  0.075
H  1.3523  3.7407  -9.3499  0.088
H  -0.0825  2.6257  -9.1699  0.080
H  0.8521  3.1533  -7.7490  0.064
O  1.2416  5.7219  -3.4248  0.056
C  1.7671  6.3800  -4.3298  -0.558
O  1.8150  7.6652  -4.5353  0.020
C  0.9193  8.4852  -3.7450  -0.195
C  1.6746  9.1615  -2.6201  -0.062
C  2.5444  5.6994  -5.3708  0.034
H  0.0852  7.8872  -3.3780  0.117
H  0.4674  9.2265  -4.4041  0.123
H  2.1876  8.4080  -2.0225  0.080
H  1.0594  9.7570  -1.9455  0.079
H  2.3752  9.8868  -3.0339  0.077
H  2.6251  6.3861  -6.2134  0.094
H  1.9180  4.8919  -5.7497  0.067
H  3.5346  5.3605  -5.0663  0.094
O  -3.1241  -5.1201  -2.5093  0.066
C  -3.5954  -5.5542  -1.4666  -0.578
O  -3.7938  -4.8750  -0.3860  0.006
C  -3.2813  -3.5071  -0.2562  -0.126
C  -3.2529  -3.2690  1.3084  -0.044
C  -4.1696  -6.9394  -1.3312  0.023
H  -3.9908  -2.8133  -0.7069  0.103
H  -2.3278  -3.3280  -0.7531  0.097
H  -2.6044  -2.4447  1.6053  0.050
H  -2.8997  -4.1692  1.8114  0.070
H  -4.2448  -3.0747  1.7164  0.063
H  -5.1772  -6.9235  -1.7467  0.091
H  -4.2335  -7.2281  -0.2821  0.085
H  -3.5979  -7.6662  -1.9082  0.088
O  -3.3290  6.9537  -2.8805  0.075
C  -4.1829  6.2420  -2.3840  -0.513
O  -5.3220  6.5616  -1.7798  -0.006
C  -5.7040  7.9169  -1.5987  -0.225
C  -6.8007  7.8961  -0.5130  -0.062
C  -4.0169  4.7238  -2.4139  0.030
H  -6.1284  8.3819  -2.4886  0.124
H  -4.9066  8.5589  -1.2243  0.121
H  -6.3546  7.5534  0.4206  0.066
H  -7.6220  7.2821  -0.8825  0.080
H  -7.0881  8.9391  -0.3797  0.075
H  -4.5611  4.2941  -1.5728  0.065
H  -2.9601  4.4774  -2.3115  0.061
H  -4.3431  4.3555  -3.3865  0.092

Atoms 1-6, force components in eV/Å:
-0.01 0.19 -1.29
-0.38 -0.18 3.70
-1.01 0.44 -1.95
1.44 1.07 0.75
0.00 -0.07 -0.88
-0.76 -0.60 -0.22